1.
Molecular formula: C29H35N7O4S3SbSe4Si2Tc
Method: DFT, ωB97M-V/def2-TZVPD

```
86
C29H35N7O4S3SbSe4Si2Tc (ωB97M-V/def2-TZVPD)
H 2.575 -5.640 -1.069
H 2.188 -1.248 -3.323
C 3.399 0.919 0.679
Se 1.788 3.535 3.567
C 2.419 -4.514 0.779
C 3.111 1.849 -2.330
N 5.956 -1.642 5.443
C -0.918 -0.236 -2.308
C 0.361 -1.590 -4.381
H 6.306 -2.445 5.937
Sb -0.114 3.194 2.148
C 4.703 -1.721 4.904
C 1.461 -2.476 0.612
C -1.030 -1.411 -4.401
N 1.171 -0.015 -1.203
S 0.653 -1.940 2.846
H -1.610 -1.828 -5.212
C -2.954 2.890 -0.202
H 2.639 1.652 -3.292
C -3.860 -5.966 2.254
Se 0.463 2.075 0.082
H 3.717 -2.021 -1.371
S -1.125 -2.345 -0.651
H -2.892 2.669 0.878
H 1.762 -3.625 -2.386
C -3.314 -6.066 0.981
H -2.173 -5.089 -0.563
H 4.617 -3.863 5.008
H -5.231 0.534 -0.580
O -0.087 -3.161 2.832
H -4.392 -6.810 2.669
C 2.775 -0.660 3.922
H 5.016 -0.907 -1.018
C 2.232 -1.910 3.656
N -1.426 0.462 -1.277
H -4.010 1.283 -3.621
O 0.043 -0.772 3.459
H -2.730 -0.618 -3.382
C -1.655 -0.717 -3.404
H -3.790 2.918 -3.037
H 0.835 -2.148 -5.175
C 2.303 -4.714 -0.589
H -2.166 3.615 -0.462
C 0.505 -0.484 -2.256
H 2.734 0.463 1.417
H 4.412 0.420 4.720
N 0.916 -1.441 1.263
C 4.102 -1.031 -1.588
H 2.415 -4.019 3.849
H -4.153 -4.718 3.993
H -3.897 3.423 -0.318
H 6.259 -0.750 5.796
C -1.868 -2.596 0.810
H 3.376 2.005 0.830
C -3.327 1.941 -3.091
N 1.455 -2.511 -0.720
Si 2.928 0.385 -1.112
H -2.421 2.038 -3.683
H 4.367 -0.990 -2.639
S -2.799 -2.076 3.003
C -2.608 -5.009 0.428
C 4.106 -2.971 4.676
H 2.858 -5.257 1.433
H -4.347 -0.818 -1.277
C -3.064 -3.745 2.439
H 4.166 2.026 -2.504
C -2.505 -3.850 1.178
H 2.225 0.250 3.711
N 2.020 -3.415 1.376
Se -1.093 0.819 2.026
Se -1.645 5.010 2.022
Si -3.010 1.337 -1.319
O -4.019 -1.327 2.887
H 2.676 2.769 -1.937
Tc -0.260 -0.127 0.203
C 1.844 -3.626 -1.303
C 1.119 -1.108 -3.354
C -3.739 -4.799 3.001
C 4.013 -0.564 4.521
H -3.434 -6.980 0.417
O -2.098 -2.005 4.236
N -1.936 -1.622 1.668
C -4.255 0.068 -0.649
H -3.997 -0.267 0.356
H 4.404 0.578 0.910
C 2.884 -3.067 4.042
```

The calculation puts the highest occupied orbital energy at -7.461 eV. For the energy above the lowest of the compared OMol25 structures with the same formula, charge and spin, the calculation gives 381.29 kJ/mol. The HOMO-LUMO gap is 4.93 eV. The largest force on an atom is 4.40 eV/A. The charge is 0.


2.
Molecular formula: C29H35N7S2Sc
Method: DFT, ωB97M-V/def2-TZVPD

```
74
C29H35N7S2Sc (ωB97M-V/def2-TZVPD)
H -2.689 4.075 2.311
C 0.581 2.576 2.338
C 3.289 2.618 2.473
C -1.067 -3.097 0.549
C 2.471 1.381 -1.657
C 0.884 -1.984 -2.318
H -1.614 -4.118 2.337
C -4.731 3.433 2.359
H -0.008 3.339 -0.521
C 2.577 3.426 3.350
C 1.353 -0.560 -2.535
H -2.298 3.270 -0.774
H -5.780 0.256 1.848
N 1.883 0.061 -1.289
H 2.131 1.681 -2.650
H -1.449 -2.943 -3.132
H -5.115 4.419 2.581
H 0.344 -6.494 -0.649
H -2.438 -2.145 -1.908
C 0.041 -4.430 -1.119
C 4.893 -2.509 0.291
C -2.317 1.637 -2.164
C -2.863 1.975 1.907
H -3.330 1.853 -2.511
H -2.955 0.883 -0.397
H 5.934 -2.122 -1.555
H 0.512 0.051 -2.883
C 5.054 -1.921 -0.958
H 4.205 -0.643 -2.426
Sc -0.243 0.312 0.262
C -0.447 -3.199 -0.696
C -0.635 -5.438 0.948
H -6.671 2.511 2.343
H -1.736 1.285 -3.020
S -1.797 -1.600 1.090
H 3.136 1.152 0.927
H -1.668 3.679 -2.373
H 4.369 2.591 2.487
C 3.757 -2.251 1.029
N -2.280 0.617 -1.109
H 1.652 -2.529 -1.776
H 2.121 -0.560 -3.315
N -0.368 -2.024 -1.550
C -5.108 1.099 1.937
N -1.469 1.755 1.724
H 2.185 2.153 -0.945
H 0.290 2.531 -1.888
H -1.527 -1.172 -3.105
C -1.146 -4.223 1.368
H 0.768 -2.459 -3.299
C -3.748 0.902 1.773
C -0.045 -5.545 -0.303
C -3.372 3.246 2.208
C 4.070 -1.082 -1.443
N 1.267 1.814 1.469
H 3.604 -2.710 1.997
C 2.751 -1.397 0.550
H 0.497 -4.526 -2.098
H 3.087 4.057 4.065
H -0.695 -6.303 1.595
H 5.653 -3.172 0.684
C -1.510 -2.067 -2.477
C 1.201 3.392 3.288
C 2.595 1.827 1.576
C 2.920 -0.805 -0.706
C -5.607 2.361 2.223
H -3.368 -0.099 1.611
S 1.338 -1.186 1.563
H 0.571 3.958 3.959
N -0.345 2.574 -1.097
C -1.692 2.903 -1.605
N -0.797 2.594 2.373
H 3.557 1.339 -1.685
H -2.616 -0.273 -1.457
```

The calculation puts the highest occupied orbital energy at -9.570 eV. The HOMO-LUMO gap is 5.12 eV. The largest force on an atom is 1.50 eV/A. The charge is +1.


3.
Molecular formula: C29H36BF3MoNO5SSbSe4
Method: DFT, ωB97M-V/def2-TZVPD

```
82
C29H36BF3MoNO5SSbSe4 (ωB97M-V/def2-TZVPD)
H -1.047 6.012 -2.278
H 3.342 -3.265 6.736
H 1.435 1.088 -1.645
C 3.578 -1.842 5.115
C 1.107 0.246 -2.242
C -1.576 2.153 -1.846
C -3.466 3.824 -1.779
O 0.870 -1.649 0.165
C 2.983 -1.688 3.716
H 0.520 -3.679 -4.991
H -3.020 5.653 -0.725
C -0.700 -1.047 -3.211
C 1.243 -0.957 2.275
H -3.341 2.019 -0.658
C 1.841 -0.908 3.513
Se -4.658 0.498 1.150
H 3.930 0.030 -3.370
C -1.521 4.177 -3.302
C -0.870 2.933 -0.728
C -1.323 -4.980 0.204
H -0.715 4.963 -0.036
H 1.843 -2.939 5.844
C -0.258 0.055 -2.460
Se -6.896 0.641 1.430
Sb -5.879 2.768 1.844
C 3.490 -0.493 -2.518
H 5.461 -2.122 6.117
H 3.988 -1.457 -2.425
H -3.557 3.812 -3.940
B -0.187 -0.843 0.621
Se -6.969 4.488 0.624
H -1.039 -2.877 -5.207
O 0.069 -0.351 1.884
O -3.449 -3.495 0.355
H 3.696 0.100 -1.628
C 1.552 -1.791 -3.441
H 5.594 -1.199 4.613
C 2.016 -0.672 -2.741
H -1.203 4.556 -4.277
H 3.811 -0.713 6.943
C -0.294 -3.180 -4.470
O -1.529 -2.771 -0.966
C 2.920 -3.082 5.745
H 1.386 -0.307 4.286
H 3.635 0.296 5.503
C -1.156 2.691 -3.214
H 3.088 -3.964 5.126
H -0.078 2.557 -3.354
H -4.546 3.937 -1.653
H -1.747 -1.082 -3.518
C -3.032 4.352 -3.147
O -1.360 -2.832 1.553
C 0.207 -1.989 -3.705
C 2.884 -2.472 1.393
H 2.226 -0.514 6.214
H -1.185 2.523 0.238
C 5.098 -2.045 5.091
F -1.672 -5.511 -0.972
C -3.085 2.348 -1.663
H -3.297 5.409 -3.230
H -1.668 2.128 -4.001
Se -2.947 -0.627 0.588
C 1.733 -1.735 1.237
C -2.751 4.596 -0.666
C 3.488 -2.431 2.646
H 3.279 -3.080 0.590
H -3.085 4.236 0.312
C -1.240 4.418 -0.825
N -1.289 0.708 -1.728
Mo -1.574 -0.961 -0.968
H 5.387 -2.959 4.573
H -0.767 -3.906 -3.804
C 3.288 -0.617 5.990
H 0.283 4.849 -2.306
F -1.696 -5.795 1.173
H -3.640 1.728 -2.375
H 0.215 2.810 -0.806
S -2.033 -3.297 0.378
F 0.012 -4.869 0.220
H 4.375 -3.032 2.790
C -0.801 4.951 -2.194
H 2.275 -2.522 -3.783
```

The calculation puts the highest occupied orbital energy at -7.159 eV. For the energy above the lowest of the compared OMol25 structures with the same formula, charge and spin, the calculation gives 569.19 kJ/mol. The HOMO-LUMO gap is 5.37 eV. The largest force on an atom is 4.63 eV/A. The charge is 0.


4.
Molecular formula: C29H36BeCl2N4O2P2
Method: DFT, ωB97M-V/def2-TZVPD

```
76
C29H36BeCl2N4O2P2 (ωB97M-V/def2-TZVPD)
H 5.134 1.809 -9.422
C -1.061 -0.518 -9.932
C -1.047 0.762 -2.931
H 1.764 3.288 -1.360
N -1.961 1.075 -7.911
H -1.258 -1.499 -10.397
C -5.383 -1.161 -9.565
H 1.732 -0.872 -1.596
H -1.811 0.264 -3.554
C -1.631 0.944 -1.565
H -4.153 0.712 -9.589
H -1.607 0.230 -10.521
C -2.182 2.100 -8.835
C 0.448 -0.209 -9.929
H 2.340 -1.566 -11.511
C 2.391 -2.463 -10.914
C 1.534 1.200 -1.302
C -4.314 -0.314 -9.305
O -2.637 -0.460 2.875
C 2.769 -3.750 -11.270
O -1.061 -0.456 1.214
H 0.718 0.048 -3.977
C -3.862 -2.304 -8.316
H 2.904 -5.617 -10.015
C 3.063 0.422 -7.227
P -1.700 -0.627 -8.186
C 3.545 0.283 -9.439
C -5.090 -2.425 -8.939
H 0.880 -0.430 -10.915
H -0.088 -1.181 -3.005
H -5.713 -3.310 -8.960
H 0.852 2.621 -2.731
H 2.462 -1.026 0.586
N 2.724 -0.229 -8.426
Cl 0.098 0.182 4.464
C -1.377 1.967 -0.746
H -2.295 4.283 -8.637
H -2.325 0.157 -1.255
H -0.729 3.864 -1.492
P 1.288 -1.190 -8.582
C 2.232 -3.746 -9.058
H -1.247 1.814 3.425
H 0.624 0.861 -9.725
H -0.053 3.392 0.062
H -1.659 1.043 -5.781
N -3.369 -1.003 -8.532
C -0.322 3.004 -0.932
C -1.829 1.665 -6.645
H -6.267 -0.915 -10.137
C 2.676 -4.562 -10.087
C 0.231 -0.126 -3.000
C -1.956 3.039 -6.779
H 2.287 1.199 -0.504
H 1.894 -1.786 2.101
Be 0.445 -0.187 1.367
C 1.224 0.049 -1.901
H -0.845 1.739 -3.389
H 3.457 -0.075 -10.452
H -2.006 2.116 0.135
C 4.078 1.324 -7.485
C -1.591 -0.085 2.382
C -2.171 3.315 -8.172
H -3.277 -3.001 -7.740
C 4.388 1.237 -8.889
H 2.026 -3.953 -8.021
H -1.901 3.770 -5.983
H 2.539 0.166 -6.320
C 1.591 -1.389 1.127
H 4.549 1.982 -6.767
C 0.995 2.548 -1.646
N 2.041 -2.448 -9.561
H 3.062 -4.075 -12.259
H -2.325 1.889 -9.883
C -0.685 0.928 3.149
Cl 0.803 1.722 1.887
H 1.135 -2.187 0.533
```

The calculation puts the highest occupied orbital energy at -8.486 eV. The HOMO-LUMO gap is 7.06 eV. The largest force on an atom is 2.91 eV/A. The charge is 0.


5.
Molecular formula: C29H36Cl2N4O2P2V
Method: DFT, ωB97M-V/def2-TZVPD

```
76
C29H36Cl2N4O2P2V (ωB97M-V/def2-TZVPD)
C -1.073 7.549 -5.073
H -2.380 6.762 -2.198
H -1.756 3.575 -1.090
H 4.947 9.017 -0.458
C 2.816 -0.657 -2.403
H 3.846 1.126 -1.874
C 5.941 7.857 -2.125
P -0.426 5.122 -3.634
N -0.987 4.407 -5.238
N -1.250 6.694 -4.000
H 2.161 -2.436 -3.255
H -1.194 1.063 -4.128
H 0.324 1.016 -1.945
H 2.367 1.945 -4.051
C 0.382 1.030 1.633
C -0.148 0.737 -4.017
H 1.162 6.364 -5.163
Cl 0.903 2.005 2.985
C -2.416 3.560 -6.764
H 3.221 6.918 -0.452
C 5.269 3.424 -5.666
C 1.824 -1.391 -3.229
C -0.549 4.797 -6.504
C -2.599 8.470 -3.682
H -3.353 9.125 -3.252
H 4.854 2.678 -3.587
O 0.702 3.049 0.204
H -2.634 3.230 -4.534
H -1.176 4.633 0.217
C 0.046 2.002 0.408
P 3.028 5.035 -2.462
H 2.758 7.049 -3.712
H -2.005 9.463 -5.636
C -2.160 7.269 -3.131
C -1.904 8.652 -4.918
C 2.057 6.346 -3.241
H 5.862 2.642 -6.110
C 4.737 3.411 -4.359
H 5.121 5.032 -7.239
C 5.588 6.632 -2.688
H 6.079 6.083 -3.474
H -3.255 3.018 -7.212
N 4.017 4.580 -4.134
H 1.660 4.754 -4.669
H 3.391 -1.263 -1.686
H 0.356 5.370 -6.642
C 1.188 5.680 -4.309
O -0.916 1.481 -0.212
H 2.244 2.661 -2.461
C -1.427 4.299 -7.458
C 4.990 8.139 -1.101
C -1.524 4.649 -0.862
H 3.654 6.309 -5.386
H 6.773 8.494 -2.424
C 2.066 1.700 -3.006
Cl 1.582 -0.179 1.117
H 2.483 -0.352 -5.063
C 4.874 4.657 -6.247
C 4.122 5.344 -5.301
H 0.847 -1.400 -2.719
H -0.358 7.333 -5.862
C 0.307 -0.196 -4.878
H 1.531 -1.809 -5.333
C 3.021 0.657 -2.426
H 1.502 6.927 -2.451
H -1.346 4.500 -8.525
C 4.095 7.091 -1.061
H -0.284 -0.468 -5.772
C 0.562 1.442 -2.928
H -2.474 5.267 -0.866
H -0.518 0.479 1.908
V 0.603 5.073 -1.640
C 1.607 -0.911 -4.703
N 4.443 6.143 -2.029
C -2.138 3.649 -5.409
H 0.057 2.431 -2.872
```

The calculation puts the highest occupied orbital energy (spin up / spin down) at -8.460 / -8.465 eV. For the energy above the lowest of the compared OMol25 structures with the same formula, charge and spin, the calculation gives 336.91 kJ/mol. The HOMO-LUMO gap (spin up / spin down) is 6.71 / 6.54 eV. The largest force on an atom is 7.07 eV/A. The charge is 0. Its spin multiplicity is 4.


6.
Molecular formula: C29H36CuN5O3S
Method: DFT, ωB97M-V/def2-TZVPD

```
75
C29H36CuN5O3S (ωB97M-V/def2-TZVPD)
H -0.020 -0.702 4.850
C 5.568 3.270 0.931
H -3.227 0.825 -0.854
H 4.967 4.974 -0.220
C 3.337 3.621 0.060
H -5.291 -1.273 5.173
N -1.957 -1.230 4.345
C -0.770 2.221 0.655
H 2.629 -0.425 3.843
H 1.270 0.651 -0.969
C 5.158 2.062 1.476
H -4.557 -0.669 3.676
H 2.924 4.890 -1.600
H 2.104 1.210 3.431
O -2.582 -1.331 0.220
H 0.449 0.180 -2.333
H 3.752 0.939 4.026
H -2.991 -1.839 6.028
H 2.662 6.311 0.441
C -3.188 -1.723 4.961
H -3.929 3.119 0.378
C -2.946 2.672 0.354
H -6.576 -5.790 -0.464
C -5.765 -4.700 1.200
H -5.047 -4.748 -2.109
H -4.253 0.160 5.212
C -1.730 -1.425 3.015
H -1.648 4.030 1.563
H -1.137 -0.858 6.203
H 5.865 1.447 2.023
C -2.588 1.496 -0.300
H 2.639 -1.171 -1.019
C 2.391 4.498 -0.729
Cu -0.662 -0.671 -0.118
H -1.177 1.376 4.108
H -2.235 1.299 5.532
C 2.927 2.398 0.626
H -6.429 -5.161 1.922
C -2.984 -2.108 1.110
C -1.030 -0.483 5.183
C -4.072 -3.515 -0.651
C -5.849 -5.054 -0.139
H 6.594 3.600 1.040
H 1.161 6.280 -0.501
C -4.831 -3.760 1.614
C 1.062 -2.596 -1.187
N -1.275 1.215 -0.143
C -4.994 -4.466 -1.064
O 1.636 -3.651 -1.421
C 1.848 5.671 0.091
H 0.760 3.296 1.658
N 1.626 1.916 0.405
C -3.985 -3.157 0.692
H 4.276 -0.379 1.962
H 2.074 -1.429 -2.663
C 0.611 2.480 0.939
H -3.402 -2.704 4.543
C -1.778 3.129 0.976
C 3.852 1.610 1.331
H -3.394 -3.045 -1.350
C 2.952 0.521 3.408
N -2.710 -2.109 2.408
H 1.558 3.905 -1.105
H 1.310 5.312 0.969
H 2.625 -0.142 1.392
O -0.070 -2.447 -0.595
C -1.253 1.026 5.140
C 1.746 -1.294 -1.633
H -0.492 1.535 5.737
C -4.395 -0.815 4.744
H -4.748 -3.482 2.657
C 3.431 0.314 1.969
N 0.864 -0.137 -1.470
C 4.655 4.035 0.226
S -0.274 -0.833 2.340
```

The calculation puts the highest occupied orbital energy (spin up / spin down) at -4.914 / -4.907 eV. The HOMO-LUMO gap (spin up / spin down) is 7.70 / 7.67 eV. The largest force on an atom is 0.60 eV/A. The charge is -1. Its spin multiplicity is 2.


> Look up the charge of the third one.

0